16
Properties=species:S:1:pos:R:3:forces:R:3 method="wB97M-V/def2-TZVPD" relative_energy_kj_mol=334.6 homo_energy_ev=-8.71 homo_lumo_gap_ha=0.349 largest_force_ev_per_a=3.34 charge=0
N -0.3429 0.0169 -0.9536 0.73 1.82 2.70
N 3.0137 0.2887 -0.2438 -0.89 -0.01 -0.24
N 0.2888 1.0004 0.1521 -1.92 -0.13 -1.53
C -0.0456 0.9242 1.5702 -0.77 -0.60 -0.60
C -1.5439 -0.6705 -0.5305 -0.17 0.16 0.16
C 1.9112 0.0313 -0.5258 1.82 -1.67 -0.68
C 0.8059 -0.8498 -1.0854 1.15 0.87 0.02
H 0.1282 1.9329 -0.2206 -0.14 -0.23 0.03
H 0.5208 1.6746 2.1191 0.16 0.00 -0.21
H -2.3026 0.0674 -0.2697 -0.06 -0.11 -0.04
H -1.1124 1.0997 1.7479 0.03 -0.06 0.19
H 0.7868 -1.7742 -0.4887 -0.19 0.07 -0.13
H 0.2219 -0.0652 1.9393 0.04 0.03 0.14
H 0.9728 -1.0628 -2.1434 0.17 -0.27 0.15
H -1.3964 -1.3593 0.3132 0.03 0.08 0.00
H -1.9062 -1.2543 -1.3802 0.00 0.05 0.04

16
Properties=species:S:1:pos:R:3:forces:R:3 method="wB97M-V/def2-TZVPD" relative_energy_kj_mol=575.2 homo_energy_ev=-8.59 homo_lumo_gap_ha=0.333 largest_force_ev_per_a=0.61 charge=0
N 0.7308 0.4260 -0.4416 -0.20 -0.54 0.21
N 2.8657 -0.4157 0.5976 -0.22 0.03 -0.09
N 0.4520 -0.6237 0.9325 -0.15 0.19 -0.53
C -1.9517 -1.1980 0.2896 0.00 0.01 0.04
C 1.6152 -0.3126 0.4122 0.17 0.21 0.04
C -0.8427 -0.8253 -0.6407 0.31 0.29 0.24
C 0.5293 1.8246 -0.0746 0.01 -0.09 0.05
H -2.2480 -0.3512 0.9099 0.03 -0.02 -0.04
H -0.2977 -1.6332 -1.1083 0.04 0.03 0.04
H -0.5104 2.1052 -0.2587 0.03 -0.02 0.01
H -2.8157 -1.4642 -0.3354 0.09 0.02 0.02
H -1.1525 -0.0704 -1.3545 0.00 -0.01 0.01
H -1.6884 -2.0298 0.9370 0.01 0.03 -0.04
H 0.7779 2.0227 0.9708 0.00 -0.06 -0.04
H 1.1634 2.4315 -0.7275 -0.03 -0.05 0.04
H 3.3727 0.1140 -0.1084 -0.08 -0.03 0.03

16
Properties=species:S:1:pos:R:3:forces:R:3 method="wB97M-V/def2-TZVPD" relative_energy_kj_mol=314.0 homo_energy_ev=-8.36 homo_lumo_gap_ha=0.342 largest_force_ev_per_a=2.03 charge=0
N -0.5472 -0.3068 0.3603 0.98 0.93 0.66
N -1.7075 0.4599 0.1378 0.27 -0.03 -0.23
N -0.3812 -1.4659 -0.2488 -0.66 -1.62 -1.03
C 1.5410 -0.0018 1.5045 -0.12 0.04 -0.28
C -1.3139 -2.0526 -0.8928 -0.03 0.17 0.43
C 0.7764 0.3073 0.4675 -0.65 0.91 0.58
C 1.1377 1.3034 -0.5967 -0.25 0.02 0.23
H -1.8873 1.0376 0.9525 0.11 -0.17 -0.12
H 2.5035 0.4586 1.6487 0.23 -0.01 -0.16
H 0.4890 2.1874 -0.5472 0.09 -0.13 -0.08
H 1.2416 -0.7551 2.2101 -0.21 -0.06 0.21
H -2.3250 -1.6715 -0.9869 -0.02 0.15 0.00
H -1.0832 -3.0346 -1.2664 0.09 -0.13 -0.20
H -1.6353 1.0512 -0.6922 0.10 -0.09 0.11
H 2.1640 1.6343 -0.4689 0.06 0.02 -0.03
H 1.0275 0.8486 -1.5814 0.01 0.01 -0.10

16
Properties=species:S:1:pos:R:3:forces:R:3 method="wB97M-V/def2-TZVPD" s_squared=2.0076 relative_energy_kj_mol=182.6 homo_energy_ev="-5.61 / -8.34" homo_lumo_gap_ha="0.236 / 0.286" largest_force_ev_per_a=13.89 multiplicity=3 charge=0
N 2.0518 1.0365 1.0877 -4.07 5.53 7.80
N 2.5147 0.3852 0.2372 7.35 -5.65 -10.35
N 2.0089 -0.7841 -0.4300 -0.46 -1.74 -1.04
C -1.8268 1.0006 -0.1978 -3.42 -1.18 -0.78
C -1.7010 -0.3843 0.5015 0.29 -1.70 -2.55
C 0.5955 -0.9944 -0.3950 2.39 0.68 -0.51
C -0.1787 -0.4804 0.5086 -2.40 -0.82 2.08
H -2.6314 1.1042 -0.9934 0.58 -0.55 0.96
H 0.2042 -0.0040 1.3640 0.96 0.68 0.76
H -2.2694 -0.5113 1.4685 1.02 0.38 -0.97
H 0.3272 -1.4785 -1.2872 -0.92 -0.80 -0.86
H -2.1052 1.6919 0.5380 0.00 1.45 0.98
H 3.5604 0.4228 -0.1020 -2.12 0.30 1.46
H 2.4337 -1.0044 -1.4015 -0.79 1.34 2.43
H -0.9510 1.2526 -0.6999 1.52 0.59 -0.47
H -2.0330 -1.2523 -0.1988 0.08 1.50 1.08

17
Properties=species:S:1:pos:R:3:forces:R:3 method="wB97M-V/def2-TZVPD" relative_energy_kj_mol=686.3 homo_energy_ev=-8.70 homo_lumo_gap_ha=0.350 largest_force_ev_per_a=11.20 charge=0
O 1.0628 1.2066 2.8908 -1.38 -1.77 -2.38
N -2.2484 -1.3123 -2.3339 2.18 0.45 1.06
N -0.4983 0.0591 -1.0791 -6.59 -3.18 -8.48
N 0.3404 -0.1950 -0.1581 6.03 2.42 4.81
C -0.0119 0.8683 0.8365 0.39 -0.96 -0.05
C 1.7873 0.1820 -0.5364 1.08 0.95 0.32
C 0.5520 0.3610 2.0847 3.07 2.90 6.42
C -0.9485 -1.1323 -1.5392 -5.21 7.44 -1.71
H 2.0629 1.4604 -0.4203 -0.96 -3.77 -0.32
H -2.8212 -2.0647 -1.9594 0.61 0.03 -0.05
H -2.9100 -0.5411 -2.6137 1.95 -0.61 0.83
H 0.7002 -0.6394 2.6486 -1.11 0.48 -2.35
H 2.4129 -0.4118 0.4090 -1.14 1.65 -3.51
H -0.5088 -1.8559 -1.0254 1.24 -4.27 1.43
H -1.0764 0.9894 0.9136 -0.72 -0.59 0.13
H 1.8996 -0.0476 -1.7504 0.26 0.00 3.64
H 0.3091 1.9203 0.5957 0.31 -1.16 0.20

17
Properties=species:S:1:pos:R:3:forces:R:3 method="wB97M-V/def2-TZVPD" relative_energy_kj_mol=142.0 homo_energy_ev=-9.10 homo_lumo_gap_ha=0.366 largest_force_ev_per_a=1.40 charge=0
O -1.9664 0.5840 1.5434 -0.08 0.10 0.14
N 1.1707 1.3817 -1.1409 0.53 0.02 -0.11
N 0.1913 1.3964 1.0343 -0.29 0.55 0.98
N -0.7979 -0.3980 -1.3685 0.11 0.24 0.29
C 0.0854 -1.8140 0.4738 0.09 -0.30 0.11
C -0.7753 0.5603 0.9614 1.02 0.19 -0.33
C 1.0068 0.6155 0.0863 -0.53 0.20 -0.67
C -0.1721 -0.4077 -0.0185 -0.72 -0.39 -1.14
H -1.8049 -0.5506 -1.3272 0.27 -0.24 0.24
H 1.9366 0.2425 0.5282 -0.11 -0.07 0.00
H 1.7797 2.1845 -0.9985 -0.18 -0.14 0.14
H -2.0149 1.3907 2.0829 -0.01 -0.10 -0.07
H 0.5529 -1.8120 1.4648 -0.09 0.11 -0.09
H 0.7575 -2.3517 -0.2042 -0.18 0.17 -0.01
H -0.6862 0.5370 -1.7793 0.09 -0.42 0.35
H 1.5835 0.8262 -1.8877 -0.03 -0.04 0.23
H -0.8466 -2.3846 0.5498 0.10 0.11 -0.05

17
Properties=species:S:1:pos:R:3:forces:R:3 method="wB97M-V/def2-TZVPD" relative_energy_kj_mol=261.9 homo_energy_ev=-7.69 homo_lumo_gap_ha=0.312 largest_force_ev_per_a=2.96 charge=0
O 0.0292 -1.6202 -2.5213 -0.15 -0.31 0.47
N -0.1954 1.1273 0.0969 -0.21 -0.33 0.04
N -1.8523 -1.2765 -0.2465 -0.33 -0.26 0.02
N 1.2027 -0.2938 1.3961 0.25 0.22 -0.10
C 0.2636 -0.0119 0.4311 -1.42 -0.37 1.32
C -0.4721 -1.2417 -0.1723 2.04 1.96 -0.87
C 0.3808 -1.3989 -1.2122 -0.83 -1.50 -1.00
C 0.2313 2.3280 0.7713 0.31 -0.06 -0.03
H -0.3462 3.1697 0.3793 0.16 -0.08 0.15
H 1.8731 0.4186 1.6367 0.01 0.01 -0.07
H -0.9149 -1.4303 -2.6207 0.25 -0.08 -0.08
H -2.2730 -1.1953 -1.1637 -0.04 0.15 0.19
H 1.2960 2.5339 0.5957 -0.01 0.13 -0.01
H 1.5415 -1.2395 1.4356 -0.06 -0.03 0.06
H 0.0905 2.2739 1.8580 -0.06 0.01 0.01
H 1.4503 -1.4625 -1.0939 0.09 0.50 0.08
H -2.3050 -0.6807 0.4298 0.01 0.05 -0.17

17
Properties=species:S:1:pos:R:3:forces:R:3 method="wB97M-V/def2-TZVPD" relative_energy_kj_mol=502.8 homo_energy_ev="-7.37 / -7.37" homo_lumo_gap_ha="0.288 / 0.288" largest_force_ev_per_a=0.64 charge=0
O -0.7194 -0.1425 2.1593 0.32 0.34 -0.28
N 1.1251 0.4107 0.7622 -0.48 0.09 0.02
N 0.0231 2.1981 -0.6018 0.01 0.03 0.08
N 1.7599 -0.8209 0.9439 -0.13 0.11 -0.03
C -0.2044 0.8805 -0.2023 0.23 -0.34 -0.49
C -0.9051 -1.5248 -0.6595 0.07 -0.06 0.05
C -0.7903 -0.0724 -0.9895 0.11 0.28 0.33
C -0.2797 0.7414 1.4721 0.02 -0.51 0.26
H -0.0747 2.3486 -1.5963 -0.03 -0.06 0.08
H 1.9063 -1.2778 0.0502 -0.05 0.03 0.03
H 0.0090 -2.1006 -0.8437 -0.05 0.04 0.00
H -1.4449 0.3198 -1.7601 0.05 0.03 0.01
H -0.4563 2.8837 -0.0339 0.02 -0.07 -0.03
H -1.1516 -1.6648 0.4046 0.00 0.03 -0.02
H 1.7602 1.1949 0.6284 -0.09 -0.04 0.00
H -1.6923 -1.9893 -1.2539 0.03 0.04 0.03
H 1.1352 -1.3847 1.5203 -0.02 0.05 -0.03

17
Properties=species:S:1:pos:R:3:forces:R:3 method="wB97M-V/def2-TZVPD" relative_energy_kj_mol=117.2 homo_energy_ev=-9.26 homo_lumo_gap_ha=0.373 largest_force_ev_per_a=2.25 charge=0
O 2.2898 0.1202 -0.8995 -1.10 0.42 1.92
N 0.3317 0.1798 2.1042 0.19 0.09 0.06
N -0.7337 0.5610 0.0721 0.15 0.08 -1.58
N -1.8776 1.0322 -1.8811 -0.47 0.60 -0.19
C -0.8679 0.4388 -1.1970 0.66 -0.13 0.27
C 1.7156 0.4937 0.1227 0.46 -0.39 -1.83
C 0.3512 -1.6406 0.4758 0.30 -0.52 -0.08
C 0.4128 -0.1231 0.6751 -0.39 -0.50 0.67
H 2.0657 1.4013 0.6456 0.01 -0.10 0.15
H -0.6777 -1.9920 0.3374 0.12 0.28 0.07
H 0.7646 -2.1779 1.3386 0.01 0.29 -0.10
H -0.4523 -0.3548 2.4769 0.22 0.00 -0.02
H 0.0054 1.1456 2.1575 0.17 -0.12 0.13
H 0.9350 -1.9676 -0.3915 -0.14 0.22 0.03
H -0.1969 -0.1503 -1.8481 -0.11 0.18 0.38
H -1.6902 1.2968 -2.8412 -0.09 -0.24 0.27
H -2.3756 1.7369 -1.3475 0.02 -0.16 -0.15

17
Properties=species:S:1:pos:R:3:forces:R:3 method="wB97M-V/def2-TZVPD" relative_energy_kj_mol=1362.3 homo_energy_ev=-7.42 homo_lumo_gap_ha=0.230 largest_force_ev_per_a=6.58 charge=0
O -2.2196 0.0187 -0.3005 -0.23 -4.58 1.10
N 2.2974 0.2707 -0.2790 4.92 -0.48 0.79
N 0.0476 -0.3458 -0.0085 3.51 5.52 -0.72
N 2.7209 -0.9748 0.3913 -1.64 -1.11 -0.61
C -1.0334 0.5081 0.0943 -1.24 4.58 0.16
C -2.0727 -1.5821 -0.0180 -3.53 -1.13 -0.40
C -0.9723 1.9229 0.4336 0.57 0.02 -1.31
C 1.0505 0.6262 -0.3227 -2.17 -0.55 -1.38
H 2.7861 -2.2263 -0.7980 -0.84 3.10 2.98
H -1.5224 -1.6647 0.8928 1.55 -0.02 -0.39
H -3.0157 -2.2455 0.5527 1.27 2.74 -2.39
H 1.5532 -1.2863 1.5107 2.82 0.96 -3.93
H 3.1978 1.0228 -0.5479 -3.69 -3.16 1.21
H 0.1598 2.2970 0.6128 -3.59 -0.39 0.38
H -1.8209 -2.1844 -1.0085 -0.06 1.69 2.47
H -1.7511 2.8074 0.0290 1.98 -3.01 1.43
H 0.8764 1.8295 -0.6900 0.38 -4.18 0.61